Record 1
Molecular formula: C28H74O15
Method: DFT, the ωB97M-V functional and the def2-TZVPD basis

Output
SMILES string = C1CCOC1.COCCOC.COCCOC.COCCOC.COCCOC.COCCOC.CO.CO.CO.CO
LUMO energy = 0.005 hartree
HOMO = -9.2449 eV
DFT total energy = -2239.3272 Ha
orbital gap = 9.391 eV

XYZ file:
```
117
C28H74O15 (the ωB97M-V functional and the def2-TZVPD basis)
C -0.44 1.00 -2.12
C -1.60 0.15 -2.46
C -2.20 -0.24 -1.09
O -2.03 1.10 -0.46
C -0.74 1.68 -0.75
H 0.04 1.60 -2.90
H 0.36 0.29 -1.91
H -1.31 -0.72 -3.05
H -2.29 0.68 -3.12
H -1.60 -0.94 -0.50
H -3.27 -0.44 -1.05
H 0.03 1.30 -0.08
H -0.74 2.77 -0.68
C -5.44 -5.42 8.94
O -5.18 -4.10 8.40
C -4.16 -4.09 7.36
C -4.87 -4.61 6.05
O -5.99 -3.78 5.82
C -5.74 -2.59 5.03
H -6.09 -5.43 9.81
H -4.54 -5.90 9.32
H -5.89 -6.10 8.22
H -3.36 -4.79 7.58
H -3.73 -3.10 7.22
H -5.15 -5.66 6.07
H -4.16 -4.51 5.22
H -6.59 -1.94 5.19
H -5.76 -2.93 3.99
H -4.81 -2.03 5.10
C 1.32 -3.19 4.06
O 1.29 -2.59 5.30
C 2.50 -2.25 5.91
C 3.46 -1.39 5.10
O 2.87 -0.22 4.54
C 2.83 0.94 5.29
H 2.17 -3.85 3.88
H 1.48 -2.42 3.31
H 0.48 -3.84 3.81
H 2.97 -3.17 6.27
H 2.27 -1.66 6.80
H 3.84 -1.90 4.22
H 4.30 -1.08 5.72
H 2.22 1.72 4.84
H 3.82 1.37 5.37
H 2.53 0.59 6.28
C -1.17 -6.51 -2.51
O -2.09 -6.74 -1.43
C -2.61 -8.12 -1.42
C -3.49 -8.05 -0.21
O -4.17 -9.34 0.05
C -5.35 -9.11 0.80
H -1.55 -6.62 -3.52
H -0.33 -7.21 -2.45
H -0.75 -5.51 -2.38
H -1.94 -8.97 -1.50
H -3.21 -8.32 -2.30
H -4.20 -7.22 -0.20
H -2.86 -7.95 0.68
H -5.78 -10.01 1.24
H -6.05 -8.86 0.00
H -5.42 -8.29 1.51
C 3.83 6.27 0.60
O 3.31 7.41 -0.09
C 3.46 8.60 0.67
C 2.26 9.00 1.45
O 2.67 10.19 2.23
C 1.64 11.10 2.46
H 3.63 5.40 -0.01
H 3.25 6.07 1.50
H 4.90 6.32 0.80
H 3.68 9.28 -0.15
H 4.38 8.57 1.23
H 1.95 8.17 2.08
H 1.41 9.18 0.79
H 1.16 11.34 1.52
H 2.11 12.00 2.88
H 0.90 10.89 3.23
C 7.55 3.44 -4.21
O 6.87 2.73 -5.17
C 5.62 2.22 -4.79
C 5.19 1.02 -5.63
O 5.67 -0.16 -4.97
C 5.49 -1.39 -5.59
H 7.74 2.81 -3.34
H 6.95 4.27 -3.84
H 8.55 3.80 -4.46
H 4.94 3.06 -4.91
H 5.60 1.90 -3.74
H 5.61 1.10 -6.64
H 4.15 0.78 -5.83
H 6.28 -1.36 -6.34
H 4.51 -1.70 -5.94
H 5.89 -2.17 -4.94
C -6.84 3.31 -2.09
O -5.59 3.84 -1.69
H -6.88 2.87 -3.08
H -7.30 2.63 -1.36
H -7.52 4.16 -2.09
H -4.97 3.23 -1.29
C -2.39 1.52 -8.89
O -1.17 1.34 -9.36
H -3.07 1.19 -9.67
H -2.61 1.12 -7.90
H -2.59 2.59 -8.93
H -1.14 1.75 -10.22
C 5.04 -3.21 -0.33
O 4.88 -1.84 -0.57
H 6.11 -3.42 -0.34
H 4.57 -3.61 0.57
H 4.61 -3.75 -1.18
H 5.29 -1.54 -1.38
C -1.69 5.99 -4.75
O -2.67 6.71 -4.02
H -1.22 6.69 -5.44
H -0.84 5.69 -4.13
H -2.03 5.11 -5.29
H -3.23 6.02 -3.65
```


Record 2
Molecular formula: C19H28N4O4S2
Method: DFT, the ωB97M-V functional and the def2-TZVPD basis

Output
SMILES string = CCN(CC)S(=O)(=O)c1cccc(C(=O)N[C@H](C(=O)NC2=NCCS2)C(C)C)c1
LUMO energy = 0.010 hartree
HOMO = -9.0262 eV
DFT total energy = -2057.2042 Ha
relative energy (zero: lowest compared OMol25 entry of this formula, charge and spin) = 1.0 kJ/mol
orbital gap = 9.291 eV

XYZ file:
```
57
C19H28N4O4S2 (the ωB97M-V functional and the def2-TZVPD basis)
C -3.44 2.54 -4.86
C -2.61 1.45 -4.18
N -2.06 1.90 -2.92
C -1.04 2.92 -2.90
C 0.27 2.52 -3.58
S -2.06 0.85 -1.65
O -1.88 1.62 -0.45
O -3.23 0.03 -1.74
C -0.64 -0.24 -1.81
C -0.56 -1.13 -2.86
C 0.52 -1.99 -2.93
C 1.47 -1.99 -1.92
C 1.37 -1.12 -0.84
C 2.34 -1.31 0.29
O 3.39 -1.90 0.14
N 1.91 -0.82 1.47
C 2.45 -1.28 2.73
C 1.78 -2.58 3.15
O 2.39 -3.49 3.65
N 0.42 -2.77 2.91
C -0.62 -1.95 2.60
N -0.61 -0.69 2.51
C -1.89 -0.09 2.25
C -2.90 -1.16 1.80
S -2.18 -2.76 2.29
C 2.31 -0.19 3.81
C 2.86 -0.67 5.15
C 3.04 1.07 3.36
C 0.31 -0.21 -0.81
H -2.81 3.35 -5.20
H -3.95 2.12 -5.72
H -4.18 2.93 -4.17
H -1.82 1.10 -4.86
H -3.26 0.61 -3.92
H -1.44 3.82 -3.37
H -0.87 3.13 -1.85
H 0.99 3.33 -3.47
H 0.69 1.62 -3.13
H 0.12 2.35 -4.64
H -1.35 -1.15 -3.60
H 0.61 -2.68 -3.76
H 2.30 -2.68 -1.94
H 0.98 -0.42 1.56
H 3.51 -1.52 2.58
H 0.15 -3.73 3.10
H -1.79 0.69 1.49
H -2.22 0.39 3.18
H -3.87 -1.05 2.27
H -3.02 -1.16 0.71
H 1.24 0.04 3.92
H 2.77 0.11 5.89
H 2.32 -1.55 5.50
H 3.91 -0.94 5.05
H 4.11 0.87 3.25
H 2.66 1.42 2.40
H 2.92 1.86 4.09
H 0.20 0.53 -0.03
```


Record 3
Molecular formula: C34H47Br2ClFI2N4O13P2
Method: DFT, the ωB97M-V functional and the def2-TZVPD basis

Output
LUMO energy = -0.138 hartree
HOMO = -11.6515 eV
DFT total energy = -9506.5230 Ha
total charge = +1
orbital gap = 7.905 eV

XYZ file:
```
106
C34H47Br2ClFI2N4O13P2 (the ωB97M-V functional and the def2-TZVPD basis)
C -4.50 -0.70 0.17
C -3.41 -0.40 1.28
O -3.73 0.98 1.64
C -1.93 -0.44 0.81
C -0.69 -1.35 1.08
C 0.36 -0.64 0.11
C -0.05 0.22 -1.12
C 1.24 0.50 -1.94
O 2.11 1.41 -1.28
C -0.17 -1.34 2.60
C 0.55 0.03 2.95
C 0.91 0.26 4.43
C 1.61 1.66 4.64
C 1.67 2.55 3.41
O 1.00 3.52 3.36
O 2.48 2.28 2.36
C -1.42 -1.35 3.54
C -2.23 -0.13 4.05
O -3.26 -0.45 4.50
I -2.02 1.98 4.23
N 0.97 -2.32 2.90
P 0.74 -3.39 4.40
P 2.49 -4.06 5.45
O 2.35 -3.88 6.89
O 3.95 -3.49 5.00
O 2.54 -5.68 5.20
C 1.63 -2.98 1.73
Cl 2.61 -4.46 2.28
C 2.86 -2.17 1.22
C 4.14 -2.12 2.11
O 5.06 -2.79 2.04
Br 4.23 -0.60 3.40
C 0.63 -3.62 0.65
Br 0.46 -5.59 1.09
I 1.62 -4.03 -1.30
C -0.80 -2.88 0.53
C -1.27 -2.82 -0.96
N -1.58 -4.12 -1.56
C -1.84 -3.78 1.19
C -3.36 -3.49 1.10
F -1.62 -4.11 2.55
H -5.05 0.20 -0.12
H -5.24 -1.41 0.56
H -4.07 -1.19 -0.73
H -3.77 -0.94 2.15
H -3.64 1.48 0.82
H -2.14 -0.42 -0.27
H -1.54 0.58 1.02
H 1.04 -1.36 -0.37
H 1.05 0.06 0.62
H -0.40 1.22 -0.82
H -0.75 -0.23 -1.83
H 1.76 -0.44 -2.20
H 0.88 0.92 -2.90
H 3.01 1.10 -1.41
H 1.54 0.08 2.47
H -0.03 0.81 2.45
H 1.67 -0.46 4.78
H 0.11 0.21 5.17
H 1.11 2.21 5.44
H 2.65 1.52 4.98
H 2.47 3.09 1.82
H -2.18 -1.93 2.99
H -1.40 -1.97 4.45
H 1.79 -1.81 3.25
H 0.42 -2.37 5.35
H 4.59 -4.21 5.13
H 3.43 -6.00 5.42
H 2.67 -1.09 1.10
H 3.28 -2.49 0.26
H -2.22 -2.27 -1.04
H -0.59 -2.29 -1.63
H -1.32 -4.17 -2.54
H -2.57 -4.34 -1.50
H -1.85 -4.77 0.71
H -3.66 -2.89 1.97
H -3.72 -3.14 0.14
H -3.91 -4.44 1.26
C 4.18 5.03 -3.79
C 3.67 5.71 -4.88
C 2.33 6.09 -4.90
C 1.53 5.78 -3.81
C 2.03 5.10 -2.72
C 3.36 4.72 -2.71
N 0.12 6.18 -3.80
O -0.31 6.75 -4.79
O -0.54 5.92 -2.82
H 5.23 4.74 -3.78
H 4.30 5.95 -5.73
H 1.93 6.61 -5.76
H 1.40 4.85 -1.88
H 3.77 4.18 -1.86
C -1.49 3.86 -5.75
C -1.01 2.92 -4.85
C -1.53 1.63 -4.84
C -2.52 1.30 -5.74
C -3.02 2.23 -6.65
C -2.50 3.51 -6.65
N -3.05 -0.07 -5.74
O -2.60 -0.85 -4.92
O -3.90 -0.35 -6.57
H -1.08 4.86 -5.75
H -0.23 3.19 -4.15
H -1.15 0.91 -4.13
H -3.80 1.96 -7.35
H -2.87 4.25 -7.35
```